ORCA calculation (ωB97M-V/def2-TZVPD) on 15 unconnected molecules or ions with the total composition C49H71Cl2N16O4P2 in a non-equilibrium geometry.

The charge is +1. Its multiplicity is 1. The value obtained for the HOMO energy is -11.43 eV. For the largest force on an atom, the calculation gives 4.03 eV/Å. The calculation puts the HOMO-LUMO gap at 6.7 eV.

Each line ends with the Löwdin charge.
Atoms and positions in Å:
1 C -4.19 1.40 4.86  -0.075
2 C -3.47 1.95 3.55  -0.250
3 O -2.18 1.32 3.42  -0.187
4 C -1.25 2.16 2.73  -0.164
5 C 0.16 1.83 3.38  -0.148
6 O 1.16 2.55 2.65  -0.115
7 C 2.35 1.80 2.48  -0.154
8 N 2.19 0.61 1.57  0.035
9 C 2.00 0.89 0.20  -0.129
10 P 1.91 2.67 -0.43  0.817
11 O 0.53 3.21 -0.19  -0.426
12 C 1.86 -0.18 -0.80  -0.078
13 C 1.70 0.08 -2.33  -0.114
14 C 0.28 0.59 -2.76  -0.726
15 O -0.27 1.56 -2.35  0.039
16 Cl -0.58 -0.37 -4.05  0.686
17 C 1.88 -1.59 -0.31  -0.072
18 C 1.72 -2.85 -1.24  -0.209
19 C 0.30 -3.57 -1.13  -0.654
20 C -0.92 -2.57 -1.18  -0.134
21 Cl 0.11 -4.65 -2.60  0.600
22 C 2.07 -1.83 1.13  -0.123
23 P 2.11 -3.57 1.90  0.809
24 N 0.86 -3.69 2.89  -0.280
25 C 2.25 -0.68 2.06  -0.094
26 C 2.51 -1.04 3.54  -0.230
27 C 3.92 -1.30 3.88  -0.062
28 C 4.35 -1.69 5.21  -0.061
29 C 3.33 -1.85 6.24  -0.024
30 C 1.88 -1.56 5.90  -0.020
31 C 1.47 -1.16 4.56  -0.044
32 H -3.65 0.48 5.22  0.077
33 H -4.18 2.17 5.67  0.049
34 H -5.27 1.16 4.65  0.075
35 H -4.17 1.72 2.70  0.118
36 H -3.40 3.06 3.69  0.108
37 H -1.45 3.25 2.84  0.134
38 H -1.15 1.84 1.66  0.128
39 H 0.15 2.07 4.49  0.154
40 H 0.25 0.71 3.32  0.090
41 H 3.15 2.43 2.01  0.127
42 H 2.71 1.54 3.50  0.158
43 H 2.30 2.76 -1.80  0.037
44 H 2.79 3.52 0.32  0.041
45 H 1.94 -0.80 -2.98  0.107
46 H 2.46 0.87 -2.60  0.116
47 H 2.03 -2.65 -2.30  0.103
48 H 2.47 -3.61 -0.85  0.035
49 H 0.26 -4.21 -0.21  0.078
50 H -0.81 -1.71 -0.47  0.079
51 H -1.85 -3.12 -0.86  0.079
52 H -1.06 -2.20 -2.23  0.022
53 H 3.28 -3.67 2.72  0.025
54 H 2.04 -4.57 0.89  0.021
55 H 0.27 -4.47 2.59  -0.037
56 H 4.70 -1.20 3.08  0.119
57 H 5.43 -1.88 5.42  0.111
58 H 3.66 -2.18 7.25  0.090
59 H 1.15 -1.67 6.74  0.105
60 H 0.41 -0.96 4.30  0.107
61 C -4.78 5.74 1.69  -0.078
62 C -5.63 5.46 2.87  -0.296
63 N -6.29 5.24 3.79  0.128
64 H -5.28 5.37 0.79  0.079
65 H -4.61 6.81 1.59  0.045
66 H -3.82 5.23 1.79  0.068
67 C 3.44 -6.52 -3.30  -0.071
68 C 3.87 -5.45 -2.37  -0.246
69 N 4.21 -4.63 -1.64  0.125
70 H 3.07 -6.08 -4.22  0.052
71 H 4.29 -7.17 -3.54  0.064
72 H 2.65 -7.11 -2.85  0.083
73 C 6.26 -5.22 -6.65  -0.070
74 C 5.03 -6.04 -6.51  -0.260
75 N 4.08 -6.67 -6.39  0.119
76 H 7.11 -5.75 -6.23  0.020
77 H 6.45 -5.03 -7.71  0.056
78 H 6.13 -4.27 -6.13  0.080
79 C 0.18 2.50 -5.86  -0.074
80 C 1.12 2.90 -6.93  -0.242
81 N 1.84 3.22 -7.76  0.141
82 H -0.31 3.38 -5.44  0.077
83 H -0.57 1.82 -6.26  0.028
84 H 0.72 1.99 -5.06  0.040
85 C -3.03 3.11 -8.04  -0.048
86 C -2.83 1.77 -7.43  -0.271
87 N -2.67 0.74 -6.96  0.131
88 H -3.70 3.70 -7.42  0.086
89 H -2.07 3.63 -8.12  0.076
90 H -3.46 3.01 -9.03  0.086
91 C -3.78 -1.83 2.12  -0.060
92 C -3.27 -3.21 1.93  -0.272
93 N -2.85 -4.26 1.75  0.124
94 H -4.37 -1.78 3.03  0.083
95 H -2.94 -1.14 2.20  0.065
96 H -4.40 -1.54 1.27  0.085
97 C -6.76 5.70 7.81  -0.058
98 C -6.28 4.32 7.63  -0.254
99 N -5.91 3.24 7.48  0.137
100 H -7.35 5.78 8.72  0.080
101 H -5.92 6.39 7.87  0.081
102 H -7.38 5.99 6.96  0.077
103 C -1.51 4.50 -2.59  -0.079
104 C -2.18 5.70 -3.14  -0.272
105 N -2.70 6.63 -3.57  0.122
106 H -1.45 3.72 -3.36  0.049
107 H -0.51 4.75 -2.25  0.068
108 H -2.08 4.11 -1.75  0.081
109 C -6.96 1.23 9.98  -0.086
110 C -7.81 0.93 11.16  -0.278
111 N -8.47 0.69 12.07  0.116
112 H -7.45 0.87 9.07  0.076
113 H -6.80 2.30 9.90  0.050
114 H -6.00 0.73 10.08  0.078
115 C 1.37 -5.54 7.61  -0.062
116 C 1.82 -4.45 8.51  -0.270
117 N 2.17 -3.61 9.22  0.125
118 H 0.98 -5.12 6.68  0.074
119 H 2.21 -6.20 7.37  0.081
120 H 0.58 -6.12 8.09  0.083
121 C 3.88 -7.29 -10.67  -0.063
122 C 5.22 -6.86 -10.23  -0.262
123 N 6.27 -6.53 -9.88  0.131
124 H 3.17 -6.46 -10.56  0.079
125 H 3.91 -7.59 -11.71  0.080
126 H 3.54 -8.13 -10.06  0.080
127 C 7.41 -8.33 -3.06  -0.058
128 C 7.94 -7.28 -3.95  -0.238
129 N 8.35 -6.47 -4.65  0.139
130 H 8.23 -8.84 -2.55  0.083
131 H 6.74 -7.89 -2.31  0.071
132 H 6.85 -9.07 -3.64  0.083
133 C 2.36 5.96 -9.79  -0.084
134 C 1.69 7.15 -10.37  -0.279
135 N 1.16 8.06 -10.81  0.116
136 H 2.45 5.18 -10.54  0.078
137 H 3.36 6.23 -9.44  0.078
138 H 1.78 5.58 -8.95  0.041
139 C -6.04 9.84 3.09  -0.052
140 C -5.01 8.83 3.39  -0.255
141 N -4.20 8.04 3.62  0.140
142 H -7.00 9.35 2.92  0.082
143 H -6.14 10.53 3.93  0.083
144 H -5.76 10.40 2.20  0.082